# 1
Density functional theory data (ωB97M-V/def2-TZVPD) for a structure of composition C4H9NO2P.

Each line ends with the natural charge from an NBO analysis.
CARTESIAN COORDINATES (ANGSTROEM)
C 1.34359 -0.63020 -0.67037  -0.29
C 1.87177 -1.50734 0.46971  -0.80
C -2.20779 0.85878 -0.85613  -0.67
C -1.00705 1.61697 -0.41396  -0.19
N 0.03629 -0.45044 -0.12755  -0.72
O 1.10544 0.76431 1.99058  -1.17
O -0.31530 -1.33430 2.41608  -1.16
P 0.56408 -0.51079 1.53002  2.27
H 2.05956 0.31502 -0.63710  0.18
H 1.38255 -1.10930 -1.65643  0.17
H 1.49439 -2.61868 0.35327  0.20
H 2.90215 -1.58260 0.82765  0.21
H -2.79879 0.79425 0.14126  0.20
H -2.87144 1.26622 -1.49419  0.18
H -1.98221 -0.12275 -1.17366  0.24
H -0.53988 2.09459 -1.23710  0.15
H -1.03735 2.15626 0.53792  0.20

**HOMO level (spin up / spin down)**: -4.5314 / -4.3330 eV
**Total charge**: -1
**HOMO-LUMO gap (spin up / spin down)**: 8.32 / 8.11 eV
**Lowest unoccupied orbital energy (spin up / spin down)**: 3.793 / 3.777 eV
**Strongest force on any atom**: 5.4 eV/Å


# 2
Density functional theory data (ωB97M-V/def2-TZVPD) for an isolated molecule of C4H5NO2.

Each line ends with the natural charge from an NBO analysis.
CARTESIAN COORDINATES (ANGSTROEM)
O -2.37136 -0.67985 -1.61876  -0.50
C -1.25000 -0.81562 -1.19692  0.43
C -0.70389 -0.05073 -0.02967  -0.18
C 0.21391 -0.72265 0.96053  -0.20
N 0.72571 0.13882 -0.05714  -0.43
C 1.37365 1.35714 0.11627  0.54
O 2.38910 1.49630 0.74954  -0.54
H -0.52179 -1.51393 -1.66217  0.12
H -1.34308 0.74888 0.34561  0.22
H 0.43471 -1.78409 0.86508  0.21
H 0.16561 -0.34476 1.98149  0.22
H 0.88743 2.17049 -0.45386  0.12

**HOMO level**: -10.2404 eV
**Total charge**: 0
**HOMO-LUMO gap**: 10.79 eV
**Lowest unoccupied orbital energy**: 0.554 eV
**Strongest force on any atom**: 0.6 eV/Å
**SMILES**: O=C[C@H]1CN1C=O


# 3
Density functional theory data (ωB97M-V/def2-TZVPD) for a structure of composition C2H7N2O.

Each line ends with the natural charge from an NBO analysis.
CARTESIAN COORDINATES (ANGSTROEM)
C -2.32483 -0.39632 -0.12360  0.04
C 0.45849 -0.27564 0.13551  -0.15
N -1.17381 0.20337 -0.64995  -0.09
N 1.36142 0.83006 -0.14243  -0.69
O -1.93255 0.87677 0.26774  -0.34
H -3.16496 -0.44251 -0.81237  0.21
H -2.25722 -1.18701 0.61454  0.19
H 0.71538 -1.20584 -0.35433  0.23
H 0.22218 -0.37683 1.19147  0.23
H 2.25193 0.69300 0.36311  0.46
H 1.54881 0.88851 -1.15343  0.46
H 0.93498 1.71888 0.16564  0.46

**HOMO level**: -13.8859 eV
**Total charge**: +1
**HOMO-LUMO gap**: 9.94 eV
**Lowest unoccupied orbital energy**: -3.941 eV
**Strongest force on any atom**: 5.2 eV/Å


# 4
Density functional theory data (ωB97M-V/def2-TZVPD) for an isolated molecule of C20H19ClN2O2.

Each line ends with the natural charge from an NBO analysis.
CARTESIAN COORDINATES (ANGSTROEM)
C 2.47668 -4.27513 -0.16345  -0.59
C 1.11545 -4.36685 0.56055  -0.44
C 0.51158 -3.05936 0.89804  0.29
C -0.48876 -2.50939 0.09141  -0.33
C -0.99461 -1.27962 0.40360  0.52
O -2.04419 -0.79400 -0.30463  -0.50
C -1.91081 0.28849 -1.13995  0.37
C -2.90290 0.52152 -2.06584  -0.28
C -2.80617 1.61641 -2.97222  -0.19
C -1.66196 2.45871 -2.91527  -0.04
C -1.54443 3.63146 -3.89291  -0.43
C -0.74685 3.26232 -5.12257  -0.05
O -0.98254 4.27718 -6.06335  -0.72
C -0.65270 2.19530 -1.99534  -0.20
C -0.77381 1.14057 -1.11892  -0.29
N -0.55490 -0.62371 1.46079  -0.48
C 0.34766 -1.20362 2.24263  0.41
C 0.81709 -0.47986 3.44354  -0.08
C 0.19435 0.71076 3.91820  -0.16
C 0.69061 1.40931 5.03270  -0.21
C 1.73137 0.83723 5.78705  -0.22
C 2.37642 -0.31557 5.37071  -0.04
Cl 3.72917 -0.88472 6.32659  0.00
C 1.93239 -0.96221 4.21225  -0.19
N 0.88089 -2.36197 1.95267  -0.48
H 2.32491 -3.76537 -1.08022  0.20
H 3.23019 -3.71955 0.44654  0.22
H 2.82705 -5.28204 -0.31738  0.21
H 0.42647 -4.93264 -0.06030  0.21
H 1.27424 -4.93975 1.49152  0.23
H -0.95901 -3.04690 -0.73829  0.23
H -3.69858 -0.19620 -2.11267  0.22
H -3.55349 1.80175 -3.73660  0.22
H -1.05849 4.46986 -3.42772  0.21
H -2.53897 3.96761 -4.17298  0.22
H -1.08045 2.26088 -5.49472  0.16
H 0.28813 3.22921 -4.78265  0.16
H -0.61726 4.09860 -6.90252  0.47
H 0.24192 2.86207 -1.96551  0.22
H 0.06007 0.97700 -0.43545  0.23
H -0.68742 1.14262 3.43843  0.23
H 0.21488 2.32933 5.37506  0.22
H 2.09651 1.35889 6.67143  0.22
H 2.47024 -1.84860 3.85774  0.25

**HOMO level**: -8.6557 eV
**Total charge**: 0
**HOMO-LUMO gap**: 8.74 eV
**Lowest unoccupied orbital energy**: 0.084 eV
**Strongest force on any atom**: 2.6 eV/Å
**SMILES**: CCc1cc(Oc2ccc(CCO)cc2)nc(-c2cccc(Cl)c2)n1